*a*
The following is a quantum chemistry calculation of a 4-piece molecular cluster, C4H14NO6 overall, from the Open Molecules 2025 dataset.

Values from the calculation:
Net charge: -1
HOMO energy in eV: -5.2283
Multiplicity: 1

Last columns: bonded neighbours and bond lengths (Å).
Atoms and positions in Å:
1 O 1.02057 1.22175 -0.15463  C2 1.280
2 C 0.84715 -0.02552 0.07549  O1 1.280, O3 1.227, C4 1.660
3 O 1.23241 -0.67312 1.04387  C2 1.227
4 C -0.13847 -0.62349 -1.11824  C2 1.660, C5 1.526, N8 1.435, H9 1.174
5 C -0.96536 -1.82537 -0.67158  C4 1.526, C6 1.523, O7 1.382, H10 1.185
6 C -1.90209 -1.39803 0.45034  C5 1.523, H11 1.035, H12 1.071, H13 1.085
7 O -1.56123 -2.64612 -1.60968  C5 1.382, H14 1.003
8 N -0.83582 0.34076 -1.92082  C4 1.435, H15 1.103, H16 1.050
9 H 0.60048 -1.00222 -1.94866  C4 1.174
10 H -0.16137 -2.64135 -0.36972  C5 1.185
11 H -1.31901 -1.02752 1.22164  C6 1.035
12 H -2.55437 -2.14491 0.85469  C6 1.071
13 H -2.64703 -0.69266 0.09786  C6 1.085
14 H -2.02133 -2.08019 -2.29881  O7 1.003
15 H -1.92508 0.16918 -1.93472  N8 1.103
16 H -0.64698 1.30176 -1.54266  N8 1.050
17 H 2.30585 1.81984 2.60838  O19 0.946
18 H 1.38955 0.69124 2.44691  O19 0.985
19 O 1.45847 1.54779 2.92876  H17 0.946, H18 0.985
20 H -0.86605 2.02739 0.33858  O22 1.055
21 H -0.53255 2.01885 1.96541  O22 0.995
22 O -1.26380 2.16587 1.30623  H20 1.055, H21 0.995
23 H 3.10706 1.75720 -0.84143  O25 0.953
24 H 3.57710 0.61369 -0.08042  O25 0.938
25 O 3.80189 1.10516 -0.84678  H23 0.953, H24 0.938

Atomic partial charges in e from the Mulliken method, atoms 1 to 2: -0.8166, 0.5644



*b*
The following is a quantum chemistry calculation of a 4-piece molecular cluster, C4H14NO6 overall, from the Open Molecules 2025 dataset.

Values from the calculation:
Net charge: -1
HOMO energy in eV: -5.4292
Multiplicity: 1

Last columns: bonded neighbours and bond lengths (Å).
Atoms and positions in Å:
1 C -0.57814 0.51060 -1.26010  O2 1.388, C3 1.516, H9 1.059, H10 1.097
2 O -0.64476 1.87665 -1.02428  C1 1.388, H20 1.011
3 C -1.68000 -0.10430 -0.42019  C1 1.516, C4 1.533, N8 1.491, H11 1.109
4 C -1.34018 -1.46596 0.19744  C3 1.533, C5 1.529, H12 1.017, H13 1.176
5 C 0.03602 -1.48158 0.86354  C4 1.529, O6 1.280, O7 1.233
6 O 0.47243 -0.36191 1.30423  C5 1.280
7 O 0.68537 -2.52324 0.98258  C5 1.233
8 N -2.95028 -0.36054 -1.15834  C3 1.491, H15 0.992, H16 1.110
9 H -0.75717 0.38512 -2.29600  C1 1.059
10 H 0.45798 0.20550 -1.06938  C1 1.097
11 H -1.90671 0.67475 0.33557  C3 1.109
12 H -1.40994 -2.15545 -0.54707  C4 1.017
13 H -2.18240 -1.81727 0.93994  C4 1.176
14 H -0.33855 1.23406 1.28610  O22 0.884
15 H -2.78434 -0.96143 -1.93014  N8 0.992
16 H -3.35226 0.59832 -1.54798  N8 1.110
17 H 2.68346 -1.85236 1.17513  O19 1.029
18 H 2.19145 -0.54532 1.61910  O19 0.971
19 O 3.05570 -0.91335 1.37401  H17 1.029, H18 0.971
20 H -0.29810 1.96350 -0.07841  O2 1.011
21 H 0.92372 2.00084 1.39233  O22 0.931
22 O -0.00336 2.03175 1.46602  H14 0.884, H21 0.931
23 H 2.36952 1.47751 -1.23743  O25 0.965
24 H 1.27801 2.32964 -1.93805  O25 1.057
25 O 2.07850 1.66932 -2.13749  H23 0.965, H24 1.057

Atomic partial charges in e from the Mulliken method, atoms 1 to 2: -0.7894, -0.7058



Most stable: *a*



*a*
The following is a quantum chemistry calculation of a 2-piece molecular cluster, C3H9OS overall, from the Open Molecules 2025 dataset.

Values from the calculation:
Net charge: 0
HOMO energy (spin up / spin down) in eV: -9.6143 / -9.2137
Multiplicity: 2

Last columns: bonded neighbours and bond lengths (Å).
Atoms and positions in Å:
1 C -0.21974 1.32560 1.42257  C2 1.601, H5 1.125, H6 1.197, H7 1.084
2 C -0.65207 -0.05718 0.74212  C1 1.601, C3 1.547, H8 1.123, H9 1.100
3 C 0.27333 -1.28661 0.90580  C2 1.547, S4 1.841, H10 1.097, H11 1.108
4 S 0.94798 -2.14794 -0.57432  C3 1.841
5 H -0.53925 2.28176 0.92401  C1 1.125
6 H -0.68620 1.04831 2.48906  C1 1.197
7 H 0.83621 1.34590 1.66780  C1 1.084
8 H -0.66444 0.12523 -0.36598  C2 1.123
9 H -1.70536 -0.29129 0.95475  C2 1.100
10 H 1.17718 -1.03936 1.47575  C3 1.097
11 H -0.35944 -2.01895 1.44441  C3 1.108
12 H 0.09965 0.93509 -3.57469  O14 1.050
13 H 0.91774 -0.38868 -3.39906  O14 0.968
14 O 0.57441 0.16811 -4.11224  H12 1.050, H13 0.968

Atomic partial charges in e from the Mulliken method, atoms 1 to 2: -0.9567, -0.3308



*b*
The following is a quantum chemistry calculation of a 2-piece molecular cluster, C3H9OS overall, from the Open Molecules 2025 dataset.

Values from the calculation:
Net charge: 0
HOMO energy (spin up / spin down) in eV: -9.7424 / -9.3707
Multiplicity: 2

Last columns: bonded neighbours and bond lengths (Å).
Atoms and positions in Å:
1 C -2.13136 1.03086 -0.55724  O2 1.414, H3 1.097, H4 1.097, H5 1.083
2 O -1.89107 0.76571 0.81060  C1 1.414, H14 0.972
3 H -1.85147 0.17938 -1.19011  C1 1.097
4 H -1.54603 1.89964 -0.88135  C1 1.097
5 H -3.19265 1.19951 -0.69515  C1 1.083
6 C 0.54934 -1.95026 -0.50916  C7 1.533, H9 1.093, H10 1.094, H11 1.083
7 C 1.39471 -0.69049 -0.72983  C6 1.533, S8 1.787, H12 1.098, H13 1.087
8 S 1.26140 0.47962 0.61483  C7 1.787
9 H 0.87842 -2.42105 0.42103  C6 1.093
10 H -0.49841 -1.70751 -0.30760  C6 1.094
11 H 0.53314 -2.68886 -1.30161  C6 1.083
12 H 1.05907 -0.11433 -1.60280  C7 1.098
13 H 2.41768 -0.99924 -0.92866  C7 1.087
14 H -0.97588 0.45580 0.91794  O2 0.972

Atomic partial charges in e from the Mulliken method, atoms 1 to 2: -0.4732, -0.4776



Most stable: *b*